# 1
Computed, not measured: a cluster of 3 separate species, C15H17B4NO12 in total in a non-equilibrium geometry, with ωB97M-V/def2-TZVPD.

## Properties
- Calculated total energy: -1638.96487 Ha
- Maximum force: 5.25 eV/Å
- Molecular weight: 446.544 g mol⁻¹
- Gap between HOMO and LUMO: 7.96 eV
- 2S+1: 1

Element x y z (Å)
O 3.458301 -0.861359 -2.798525
O -6.540291 2.030665 2.967860
O 1.493354 0.698924 -1.016210
O 1.600610 -5.183534 -5.264470
O 1.034441 -0.170834 1.312653
O 3.848392 -4.004993 -6.309409
O 3.486240 0.369487 0.499011
O 1.263258 -2.091791 -1.702155
O -3.143686 -2.308550 4.065282
O -1.127094 2.354467 -0.938381
O -5.314635 -1.684579 5.624456
O -4.421975 1.352708 1.359347
N 3.236574 4.231374 0.869501
C 3.710459 -2.404930 -4.572412
C 2.912586 3.936272 -0.432008
C 3.053510 -1.867158 -3.370822
C -4.602901 0.651272 2.348420
C -0.692782 2.762624 1.785083
C -3.728458 -0.485912 2.675169
C -3.963093 -1.239967 3.750804
C 3.518287 2.581250 -1.202491
C 2.025412 -4.196908 -4.672632
C -5.113815 -0.962592 4.653597
C 3.234288 -3.492648 -5.181324
C 1.860615 -2.587945 -2.846321
C 1.382545 -3.673654 -3.457392
C -5.974097 0.188873 4.340668
C -5.737586 0.945163 3.266978
B 2.501585 -0.007691 1.532279
B -0.432777 2.002014 0.341318
B 0.693022 0.799545 0.254371
B 2.843352 1.200248 -0.576408
H 0.514973 -4.206001 -3.088279
H -6.796605 0.389779 5.015530
H 0.115339 2.343524 2.543786
H -0.464727 3.925529 1.656095
H 3.316004 -4.790597 -6.562179
H -1.797567 2.568155 2.122636
H 4.705782 2.539960 -1.148268
H -1.967348 1.820559 -1.048273
H 2.905868 -0.232470 2.638233
H 2.217159 4.696448 -1.001924
H 1.792058 -1.302775 -1.452955
H -6.165596 2.413231 2.144741
H 4.586981 -1.881812 -4.932685
H 3.892697 3.489378 1.257204
H -2.896974 -0.677580 2.009109
H -3.521935 -2.694868 4.885153
H 3.200243 2.719702 -2.343759

Cartesian forces (eV/Å) of the 6 atoms listed first:
-0.36 -0.67 -0.21
1.51 -1.29 -0.26
1.75 1.99 3.76
0.56 0.71 0.18
2.91 3.07 -1.79
-1.35 0.10 1.45


# 2
Computed, not measured: a cluster of 7 separate species, C12H30O8 in total in a non-equilibrium geometry, with ωB97M-V/def2-TZVPD.

## Properties
- Calculated total energy: -1076.75538 Ha
- Maximum force: 14.76 eV/Å
- Molecular weight: 302.364 g mol⁻¹
- Gap between HOMO and LUMO: 7.52 eV
- 2S+1: 1

Element x y z (Å)
O 0.058860 0.506400 4.198600
O 0.291860 -3.904600 -2.410400
O -4.900140 2.506400 1.501600
O -2.469140 -0.704600 -2.934400
O 1.833860 1.699400 2.380600
O 4.322860 0.833400 3.541600
O 0.009860 -0.419600 -2.277400
O -0.023140 2.715400 -3.714400
C 0.136860 1.569400 0.693600
C -2.908140 -1.830600 -3.628400
C 1.367860 1.196400 1.254600
C 0.385860 0.190400 -1.170400
C 1.195860 -4.565600 -1.552400
C 0.046860 2.948400 -5.075400
C -3.707140 1.965400 1.727600
C 1.571860 -0.343600 -0.621400
C -0.027140 -0.893600 4.135600
C -0.383140 1.091400 -0.523400
C 2.186860 0.192400 0.594600
C 3.720860 -0.402600 4.099600
H -0.832140 2.014400 -3.555400
H -2.622140 -2.635600 -3.169400
H -3.311140 2.064400 2.819600
H 3.403860 -0.213600 5.052600
H -2.660140 -1.763600 -4.502400
H 4.436860 1.302400 4.362600
H 1.066860 -4.427600 -0.488400
H 2.975860 -0.871600 3.513600
H -2.720140 2.686400 1.227600
H -0.402140 2.151400 -5.620400
H -3.250140 -0.019600 -2.774400
H 4.518860 -1.132600 3.901600
H 0.215860 -2.852600 -2.442400
H 1.257860 -5.564600 -1.485400
H -1.132140 -1.197600 4.323600
H -0.721140 3.721400 -5.083400
H 2.052860 -1.068600 -1.019400
H 1.048860 3.191400 -5.234400
H -4.971140 2.630400 0.713600
H -3.906140 -1.788600 -3.759400
H 0.606860 0.895400 3.432600
H 0.004860 -1.295600 3.028600
H -1.216140 1.491400 -0.787400
H -3.591140 0.999400 1.539600
H -0.488140 2.139400 1.281600
H -0.927140 -0.324600 -2.495400
H 2.726860 1.400400 2.664600
H 2.184860 -4.246600 -1.767400
H 0.519860 -1.310600 5.032600
H 3.017860 -0.324600 1.070600

Cartesian forces (eV/Å) of the 6 atoms listed first:
0.97 1.06 -1.54
-1.42 1.68 -0.73
-0.82 -1.36 13.88
-2.32 3.95 1.54
0.03 1.47 2.47
-1.62 -0.95 0.23


# 3
Computed, not measured: a cluster of 2 separate species, C3H10NO2S in total in a non-equilibrium geometry, with ωB97M-V/def2-TZVPD.

## Properties
- Calculated total energy: -723.41376 Ha
- Charge: +1
- Energy relative to the best compared isomer or geometry (same formula, charge and spin): 175.67 kJ/mol
- Maximum force: 3.58 eV/Å
- Molecular weight: 124.185 g mol⁻¹
- Gap between HOMO and LUMO: 9.69 eV
- 2S+1: 1

Element x y z (Å)
S -2.942218 -0.354829 1.337820
O 1.062589 0.350655 1.428106
O 2.921469 0.785839 -0.315063
N 0.573664 0.127942 -1.081347
C 0.244066 -0.497189 1.243092
C -1.894749 0.117478 -0.119656
C -0.373820 -0.612402 -0.156372
H 0.686098 -0.344766 -2.064287
H -1.804324 1.265376 -0.306486
H -2.299043 -0.076351 -1.207687
H -0.316475 -1.659349 -0.419696
H -0.050961 -1.137854 2.115195
H 0.238034 1.186484 -1.180224
H 1.596768 0.099958 -0.706678
H 2.764808 0.654601 0.648346
H 2.964060 1.744242 -0.358498
H -3.369971 -1.649838 1.143433

Cartesian forces (eV/Å) of the 6 atoms listed first:
0.33 0.40 -0.55
0.63 0.70 0.60
0.59 -0.22 1.08
-0.86 0.47 -2.03
-0.69 -0.32 0.54
1.09 -0.75 -3.33


# 4
Computed, not measured: the ion C2H4N5 with charge +1 in a non-equilibrium geometry, with ωB97M-V/def2-TZVPD.

## Properties
- Calculated total energy: -351.98753 Ha
- Charge: +1
- Energy relative to the best compared isomer or geometry (same formula, charge and spin): 155.95 kJ/mol
- Maximum force: 3.56 eV/Å
- Molecular weight: 98.089 g mol⁻¹
- Gap between HOMO and LUMO (spin up / spin down): 8.11 / 8.11 eV
- 2S+1: 1

Element x y z (Å)
N 0.342537 0.755414 -0.184223
N -2.012501 0.607119 0.135090
N -0.301625 -1.630496 -0.018732
N -3.084674 0.771348 -0.142640
N 0.786954 -1.454663 -0.320675
C -0.789443 0.231623 0.480678
C 1.429211 -0.232833 -0.173866
H -0.737589 0.067235 1.527720
H 2.089989 -0.279210 0.691201
H 2.120656 -0.086622 -0.929191
H 0.156489 1.251089 -1.065358

Cartesian forces (eV/Å) of the 6 atoms listed first:
-0.07 0.64 0.52
-3.25 0.27 -1.44
-1.35 -0.99 -0.16
2.02 -0.12 0.54
-0.60 -2.63 0.18
2.56 -0.20 -0.33


# 5
Computed, not measured: the ion C3H4N3 with charge +1 in a non-equilibrium geometry, with ωB97M-V/def2-TZVPD.

## Properties
- Calculated total energy: -280.45549 Ha
- Charge: +1
- Energy relative to the best compared isomer or geometry (same formula, charge and spin): 455.74 kJ/mol
- Maximum force: 4.98 eV/Å
- Molecular weight: 82.086 g mol⁻¹
- Gap between HOMO and LUMO (spin up / spin down): 7.50 / 7.97 eV
- 2S+1: 1

Element x y z (Å)
N 1.887348 1.332561 0.091735
N 3.035970 -0.497160 0.025455
N 2.015404 -1.204442 -0.064020
C -0.538903 0.554464 -0.084918
C 3.018009 0.779435 -0.110687
C 0.840392 0.803872 0.066383
H -1.189742 1.421192 -0.244535
H 1.922800 -2.092759 0.282082
H -0.997241 -0.009076 0.841235
H -0.534296 -0.158479 -0.950665

Cartesian forces (eV/Å) of the 6 atoms listed first:
-1.19 1.66 0.96
0.99 0.32 1.26
-1.09 4.32 -2.24
-1.78 -2.00 0.94
3.33 -2.92 -1.28
-2.18 -0.01 0.22


# 6
Computed, not measured: the ion C7H13N2O4S with charge +1 in a non-equilibrium geometry, with ωB97M-V/def2-TZVPD.

## Properties
- Calculated total energy: -1082.41901 Ha
- Charge: +1
- ⟨S²⟩: 2.035
- Maximum force: 5.30 eV/Å
- Molecular weight: 221.258 g mol⁻¹
- Gap between HOMO and LUMO (spin up / spin down): 4.62 / 3.81 eV
- 2S+1: 3

Element x y z (Å)
S 2.326412 -0.628090 -0.602490
O -1.357435 -1.673875 1.427280
O 2.899058 -1.921549 -0.500716
O 2.682216 0.689553 3.107701
O 0.824155 -0.734969 -0.769031
N -1.152803 -0.411739 0.896098
N 2.545163 0.329867 1.989794
C 2.391335 0.288029 0.820689
C -0.314026 0.077586 0.132609
C -0.219019 1.526226 -0.047947
C -0.550592 2.403229 1.170364
C -1.167816 1.835256 -1.260170
C -0.913324 -2.892134 0.859504
C 3.055403 0.314128 -1.932911
H -0.631732 2.002941 -2.155242
H -1.443951 1.826800 1.675257
H -1.911959 1.096818 -1.455704
H 0.240975 2.507495 1.871022
H 0.772158 1.720703 -0.453599
H 2.579814 -0.201414 -2.796887
H -1.743139 2.731726 -1.020700
H -1.625619 -3.323179 0.114599
H 0.058052 -2.706619 0.359995
H -0.768496 -3.624783 1.690660
H -0.650822 3.379794 0.899218
H 4.236865 0.326410 -1.930685
H 2.623750 1.316475 -1.942097

Cartesian forces (eV/Å) of the 6 atoms listed first:
2.05 -0.23 3.10
-0.22 2.10 -0.90
0.77 -0.92 -0.87
-0.18 0.48 0.93
-2.39 0.28 -0.31
-2.28 -3.14 3.61